Below is an isolated molecule of C48H72O14, with properties calculated with the ωB97M-V functional and the def2-TZVPD basis.

Results
- total charge = 0
- E_HOMO (eV) = -8.45
- electronic energy (Ha) = -2925.539193
- strongest force on any atom (eV Å⁻¹) = 0.86

Atoms and positions in Å:
C1 7.300046 3.504342 -0.843960
H1 8.141036 3.655675 -0.172398
H2 7.693084 3.195738 -1.810147
C2 6.340485 2.449934 -0.305669
H3 6.865086 1.502076 -0.177673
H4 5.545677 2.295510 -1.039382
C3 5.697998 2.840601 1.032581
C4 6.695760 2.719382 2.181673
H5 6.304303 3.170554 3.089841
H6 7.625727 3.223213 1.933455
H7 6.903226 1.669960 2.372039
H8 5.355578 3.877428 0.953737
C5 4.459370 1.962520 1.274254
C6 3.645041 2.301909 2.534462
C7 2.579487 1.252632 2.683658
C8 2.652840 0.073183 2.093025
C9 3.829511 -0.312135 1.232636
O1 4.889981 0.606931 1.352011
O2 3.332805 -0.335623 -0.086399
C10 4.216508 -0.888580 -1.047280
C11 4.519391 -2.375326 -0.750075
C12 3.981159 -2.747071 0.632996
C13 4.399313 -1.690765 1.648314
H9 5.486699 -1.620413 1.669081
H10 4.041013 -1.948045 2.644162
H11 4.331472 -3.745655 0.922490
O3 2.550749 -2.754961 0.597133
C14 1.916553 -3.814756 0.127254
O4 2.444746 -4.862988 -0.168507
C15 0.429504 -3.515382 0.085351
C16 0.003249 -3.699353 1.518499
C17 -0.479663 -4.836937 1.999733
C18 -0.886058 -5.025179 3.423961
H12 -0.541871 -5.994170 3.779761
H13 -1.972650 -5.007203 3.507525
H14 -0.477492 -4.235904 4.048847
C19 -0.695139 -5.993608 1.048797
O5 -1.524423 -7.001854 1.561903
H15 -2.417100 -6.638505 1.609336
H16 0.263286 -6.481229 0.828958
C20 -1.276154 -5.415089 -0.246299
H17 -1.469995 -6.227479 -0.965853
C21 -0.376600 -4.368555 -0.945037
C22 -1.420495 -3.459817 -1.568169
C23 -1.218645 -2.520016 -2.488877
C24 0.014136 -2.318762 -3.232089
C25 0.490769 -1.148581 -3.654756
C26 -0.041398 0.192930 -3.261811
C27 -0.084839 1.136786 -4.460050
H18 -0.696119 0.697644 -5.246253
H19 -0.523039 2.089383 -4.175343
H20 0.914792 1.306679 -4.852638
H21 -1.055422 0.080994 -2.865852
C28 0.796902 0.750778 -2.073829
C29 2.103995 1.397252 -2.490241
C30 3.244152 0.734243 -2.653525
C31 3.511712 -0.716603 -2.399427
H22 4.156249 -1.123026 -3.181840
H23 2.586469 -1.288046 -2.365533
H24 4.123403 1.299159 -2.942516
C32 2.069499 2.890734 -2.665212
H25 1.102908 3.218396 -3.033055
H26 2.850961 3.220498 -3.345674
H27 2.232974 3.373477 -1.700356
H28 1.005508 -0.078984 -1.387269
O6 -0.032586 1.689224 -1.385511
C33 0.173663 1.735264 -0.004781
O7 -0.350963 0.617981 0.659668
C34 -1.758153 0.442159 0.563068
C35 -2.093179 -0.748154 1.452262
H29 -3.167160 -0.847815 1.566965
H30 -1.687816 -1.661377 1.028994
H31 -1.646011 -0.590410 2.430867
C36 -2.530902 1.709105 0.994923
H32 -2.434623 1.848824 2.080028
C37 -1.963653 2.956413 0.291863
C38 -0.455733 3.026582 0.516920
H33 -0.043882 3.883635 -0.014606
H34 -0.249707 3.129263 1.581929
O8 -2.576296 4.130367 0.798118
C39 -3.499355 4.732417 -0.074798
H35 -3.004971 5.102231 -0.981714
H36 -4.292611 4.035652 -0.362264
H37 -3.927789 5.574177 0.467712
H38 -2.158837 2.859181 -0.782447
O9 -3.903887 1.621542 0.636387
C40 -4.844012 1.336091 1.635331
O10 -5.166256 -0.026310 1.699814
C41 -5.759562 -0.549997 0.516850
C42 -6.054861 -2.022215 0.759720
H39 -6.544116 -2.432283 -0.117864
H40 -5.135546 -2.566219 0.956422
H41 -6.710157 -2.123043 1.620461
H42 -5.059385 -0.435759 -0.323668
C43 -7.040167 0.220154 0.165463
O11 -7.540069 -0.270754 -1.051878
H43 -8.235586 0.338671 -1.330645
H44 -7.782055 0.076506 0.967890
C44 -6.734007 1.721273 0.066409
C45 -6.096949 2.182490 1.377286
H45 -6.803060 2.033668 2.195448
H46 -5.809962 3.232296 1.334177
O12 -7.963231 2.358748 -0.233779
C46 -7.846659 3.692889 -0.661130
H47 -8.842494 3.998436 -0.977204
H48 -7.507584 4.352436 0.144011
H49 -7.152488 3.777833 -1.505948
H50 -6.021398 1.884767 -0.758155
H51 -4.431848 1.567887 2.628947
H52 -2.034893 0.235939 -0.482391
H53 1.248400 1.694404 0.231452
H54 1.367877 -1.125146 -4.286781
H55 0.544761 -3.229444 -3.473173
H56 -2.058750 -1.891540 -2.760966
C47 -2.740559 -3.788553 -0.929524
H57 -3.426060 -4.206793 -1.683370
O13 -2.487570 -4.749275 0.075836
H58 -3.223449 -2.926203 -0.461869
O14 0.425788 -4.962223 -1.927878
H59 1.198453 -5.359757 -1.493906
H60 0.174627 -2.849960 2.162641
H61 0.341246 -2.455507 -0.174962
H62 5.593245 -2.559785 -0.771912
H63 4.045480 -3.017350 -1.494620
H64 5.153029 -0.311691 -1.031371
H65 1.868483 -0.661797 2.148456
H66 1.730360 1.506330 3.302437
C48 3.019355 3.693277 2.472834
H67 3.783641 4.465748 2.479275
H68 2.371989 3.849538 3.332954
H69 2.422113 3.798835 1.569396
H70 4.305147 2.242045 3.407614
H71 3.787144 2.059190 0.405280
H72 6.788003 4.456014 -0.971440

Forces on the atoms, in the same order (eV/Å):
-0.107 -0.209 0.042
0.122 0.067 0.036
0.090 0.047 -0.089
-0.037 0.266 0.121
-0.039 -0.106 -0.051
-0.042 -0.110 -0.043
-0.123 -0.489 -0.068
-0.179 0.142 -0.165
0.028 0.025 0.155
0.124 0.043 0.039
0.086 -0.103 0.071
-0.045 -0.010 -0.018
-0.111 0.564 0.193
0.164 -0.126 -0.261
0.154 -0.029 0.112
0.151 0.083 -0.270
-0.003 -0.183 0.320
0.025 -0.054 0.006
-0.008 0.102 0.071
0.260 -0.157 -0.395
-0.400 0.152 0.249
0.828 -0.238 -0.007
-0.341 0.073 -0.361
0.016 -0.074 0.006
0.067 -0.010 0.028
-0.084 0.220 -0.037
-0.112 0.222 0.210
-0.391 -0.116 -0.218
0.193 -0.094 -0.019
0.223 -0.027 -0.061
-0.090 0.031 0.181
0.047 0.008 -0.060
0.125 0.026 -0.084
-0.030 -0.034 0.133
-0.079 -0.055 0.073
0.002 0.071 0.074
0.088 0.425 -0.542
-0.332 -0.201 0.177
-0.040 -0.062 0.002
-0.099 0.087 -0.035
0.340 -0.317 -0.101
0.091 0.133 0.106
-0.295 -0.066 0.300
0.055 0.053 0.013
-0.350 -0.180 0.364
0.473 -0.041 -0.291
-0.179 0.055 0.104
0.094 0.158 0.101
-0.183 -0.118 0.189
-0.027 0.023 -0.093
-0.035 0.157 -0.045
0.111 0.041 -0.085
0.054 -0.013 0.063
-0.137 -0.444 0.038
0.029 0.111 0.022
-0.009 -0.143 -0.106
0.097 0.256 0.551
-0.054 -0.112 -0.024
0.066 -0.158 -0.022
0.058 0.178 -0.085
0.008 -0.086 0.001
-0.041 0.144 -0.056
0.062 0.038 -0.032
-0.059 0.130 0.072
-0.052 0.042 -0.099
-0.110 0.073 -0.248
0.502 0.480 0.405
-0.012 -0.152 0.095
-0.480 -0.119 0.148
0.096 0.312 -0.390
-0.049 -0.080 0.011
0.069 -0.156 -0.036
0.047 0.006 0.164
0.429 0.336 -0.346
0.001 0.002 -0.021
0.031 -0.297 0.249
-0.321 -0.363 -0.351
0.045 0.038 0.016
0.066 0.008 0.060
0.183 -0.186 0.220
-0.062 0.053 -0.068
-0.040 0.001 0.016
-0.020 0.031 -0.015
-0.053 0.021 -0.091
-0.042 0.010 0.037
0.080 -0.062 -0.095
-0.203 0.421 0.521
-0.183 -0.106 0.055
-0.336 -0.240 -0.284
0.165 0.466 -0.075
-0.042 -0.118 -0.067
0.098 -0.103 0.024
-0.103 -0.044 0.104
-0.065 -0.014 0.058
0.322 0.584 0.254
-0.074 -0.114 -0.263
0.049 -0.034 0.011
0.124 0.019 0.009
0.106 -0.328 0.205
0.147 -0.256 -0.350
0.009 0.020 0.035
0.006 0.040 0.053
-0.027 -0.274 0.110
-0.001 0.072 -0.048
0.064 0.103 -0.016
-0.007 0.011 -0.018
-0.020 0.016 0.007
-0.121 -0.053 0.019
-0.002 -0.024 -0.236
0.014 0.014 0.084
-0.163 0.015 -0.120
0.186 -0.115 -0.059
0.106 0.012 -0.117
-0.165 0.059 -0.012
-0.417 0.163 -0.268
0.039 0.079 0.100
0.134 -0.133 0.231
-0.001 -0.024 -0.057
0.122 -0.139 -0.275
-0.015 0.110 0.031
-0.001 0.084 0.177
0.021 -0.120 0.007
0.023 -0.049 -0.005
0.070 -0.047 -0.021
-0.126 -0.030 -0.046
-0.226 -0.107 0.058
-0.198 -0.036 0.094
0.227 -0.227 0.028
0.025 0.137 -0.017
-0.087 0.060 0.059
-0.112 0.075 -0.129
0.009 0.037 -0.024
0.063 0.038 0.046
-0.015 0.133 -0.036

Atom charges from the Löwdin analysis, given in e for atoms 1 to 5:
1 C -0.097
2 H 0.063
3 H 0.070
4 C -0.224
5 H 0.115